Here is 3 unconnected molecules or ions with the total composition C11H25BN5O6S2 in a non-equilibrium geometry from the OMol25 dataset. Energies are from wB97M-V/def2-TZVPD.

Atoms and positions in Å:
C 5.11 1.73 4.16
C 4.27 2.73 3.13
O 2.94 2.92 3.74
B 1.98 3.55 2.82
O 2.20 3.85 1.39
C 0.51 3.99 3.47
N 0.44 5.32 4.19
N -0.88 5.40 4.61
C -1.69 4.16 4.18
S -3.50 3.84 4.47
N -0.79 3.22 3.46
C -0.84 1.89 2.81
S -2.42 0.95 2.73
O -3.05 0.57 4.13
O -3.50 1.60 1.78
H 5.84 1.00 3.60
H 4.27 1.15 4.77
H 5.64 2.44 4.94
H 4.79 3.80 3.02
H 4.18 2.22 2.07
H 2.92 4.53 1.29
H -1.34 6.18 5.16
H -4.10 3.88 3.20
H -0.43 2.00 1.69
H -0.03 1.19 3.34
H -2.14 -0.32 2.12
C -1.91 -0.85 -2.13
C -1.37 -1.49 -0.88
O -0.73 -0.86 -0.05
N -1.60 -2.82 -0.68
C -2.33 -3.74 -1.53
H -1.64 0.21 -2.14
H -1.48 -1.33 -3.01
H -3.00 -0.93 -2.14
H -1.20 -3.18 0.18
H -3.16 -4.15 -0.95
H -1.65 -4.55 -1.81
H -2.71 -3.26 -2.43
C -0.65 -2.94 -6.58
C -0.72 -3.60 -5.23
O -1.67 -3.42 -4.47
N 0.30 -4.42 -4.86
C 1.49 -4.76 -5.60
H -1.53 -2.31 -6.73
H 0.24 -2.29 -6.63
H -0.62 -3.69 -7.37
H 0.17 -4.83 -3.94
H 1.51 -5.85 -5.73
H 2.36 -4.46 -5.01
H 1.53 -4.27 -6.58

## Properties
- 2S+1 = 1
- E (eV) = -53883.3041
- E_LUMO (eV) = -4.5
- HOMO-LUMO gap (eV) = 6.85
- ΔE to the lowest compared entry with this formula, charge and spin (kJ/mol) = 695.9
- net charge = +1